[1]
142
Properties=species:S:1:pos:R:3 method="wB97M-V/def2-TZVPD" fmax_ev_per_a=0.87 orbital_gap_ev=9.449 lumo_energy_ev=0.42 energy_ev=-83802.550 relative_energy_kcal_mol=2.5
C 0.28 -4.63 0.43
C 0.81 -4.13 -0.91
C 0.63 -2.61 -1.08
O -0.73 -2.24 -1.02
H -1.04 -2.32 -0.11
C 1.17 -2.14 -2.44
O 1.80 -0.88 -2.36
H 2.52 -0.95 -1.72
C 2.17 -3.17 -3.02
O 2.99 -2.58 -3.98
H 3.00 -1.63 -3.80
C 2.99 -3.72 -1.84
O 3.54 -2.60 -1.19
C 4.64 -2.78 -0.32
C 4.19 -2.93 1.15
O 3.57 -4.16 1.41
H 3.00 -4.40 0.66
C 5.43 -2.85 2.05
O 5.08 -2.96 3.40
H 4.42 -3.67 3.46
C 6.14 -1.52 1.80
C 7.36 -1.32 2.73
O 7.94 -2.52 3.16
H 7.30 -2.98 3.71
H 8.13 -0.78 2.18
H 7.04 -0.72 3.59
H 5.42 -0.70 1.97
O 6.57 -1.48 0.44
C 5.54 -1.53 -0.49
O 4.72 -0.40 -0.47
C 5.32 0.78 -0.98
C 6.22 1.51 0.03
O 7.57 1.11 -0.11
H 7.61 0.16 0.06
C 6.16 3.04 -0.18
O 7.29 3.65 0.36
H 8.04 3.07 0.16
H 5.29 3.44 0.36
C 5.99 3.36 -1.67
C 5.92 4.86 -1.91
H 5.05 5.27 -1.41
H 6.82 5.32 -1.49
H 5.86 5.07 -2.97
O 4.79 2.78 -2.20
C 4.21 1.74 -1.47
O 3.47 2.24 -0.39
C 2.09 1.86 -0.32
C 1.90 0.88 0.84
C 0.46 0.41 0.89
H 0.35 -0.30 1.71
H 0.23 -0.10 -0.05
C -0.55 1.57 1.06
C -0.45 2.10 2.50
H -0.61 3.17 2.56
H -1.19 1.61 3.12
H 0.52 1.89 2.92
C -0.27 2.59 -0.07
C -1.32 3.70 -0.06
H -1.33 4.22 0.89
H -1.08 4.44 -0.83
C -2.70 3.13 -0.38
H -2.68 2.77 -1.41
H -3.44 3.93 -0.33
C -3.12 2.01 0.59
C -3.47 2.68 1.92
H -3.57 1.95 2.72
H -4.41 3.21 1.85
H -2.71 3.40 2.19
C -1.96 0.99 0.75
C -2.40 -0.10 1.67
C -3.66 -0.48 1.80
C -4.82 0.19 1.12
C -5.94 -0.79 0.70
C -5.88 -1.86 -0.38
H -5.76 -1.42 -1.37
C -4.73 -2.83 -0.12
H -3.80 -2.29 0.08
H -4.95 -3.45 0.76
H -4.56 -3.48 -0.97
C -7.23 -2.61 -0.36
C -7.28 -3.72 -1.40
H -7.05 -3.34 -2.38
H -8.28 -4.16 -1.43
H -6.58 -4.52 -1.16
C -8.39 -1.64 -0.61
H -8.30 -1.26 -1.63
C -8.43 -0.49 0.41
C -7.09 0.23 0.55
C -6.91 0.94 1.89
H -7.26 1.98 1.88
O -5.52 0.92 2.16
H -7.43 0.41 2.70
C -6.84 1.29 -0.56
O -6.87 0.78 -1.87
H -7.78 0.56 -2.11
C -5.53 2.06 -0.36
H -5.69 2.81 0.41
H -5.32 2.57 -1.30
C -4.33 1.17 0.02
C -3.92 0.41 -1.25
H -4.79 0.25 -1.88
H -3.46 -0.55 -1.03
H -3.22 0.99 -1.85
H -7.66 2.02 -0.46
H -9.21 0.22 0.13
H -8.70 -0.90 1.38
H -9.33 -2.18 -0.54
H -7.36 -3.05 0.64
H -6.16 -1.34 1.63
H -3.93 -1.27 2.49
H -1.64 -0.62 2.24
H -1.83 0.52 -0.23
H -0.43 2.03 -1.00
C 1.19 3.11 -0.19
C 1.66 4.01 0.95
H 2.67 4.35 0.74
H 1.01 4.89 1.02
H 1.66 3.51 1.90
C 1.35 3.90 -1.50
H 2.41 3.98 -1.74
H 0.86 3.39 -2.33
H 0.95 4.90 -1.41
H 2.21 1.36 1.77
H 2.58 0.04 0.68
H 1.81 1.35 -1.25
H 3.56 1.21 -2.17
H 6.84 2.93 -2.22
H 5.86 1.28 1.05
H 5.93 0.52 -1.86
H 6.05 -1.60 -1.47
H 6.11 -3.67 1.76
H 3.51 -2.10 1.39
H 5.21 -3.67 -0.60
O 2.20 -4.49 -0.98
H 3.80 -4.38 -2.19
H 1.65 -4.01 -3.49
H 0.33 -2.00 -3.12
H 1.21 -2.12 -0.29
H 0.27 -4.65 -1.72
H 0.70 -4.05 1.25
H -0.80 -4.56 0.45
H 0.57 -5.67 0.56

[2]
47
Properties=species:S:1:pos:R:3 method="wB97M-V/def2-TZVPD" fmax_ev_per_a=1.10 orbital_gap_ev=8.226 smiles="COc1ccc(OC)c(S(=O)(=O)N2CCN(c3ccc(F)cc3)CC2)c1" lumo_energy_ev=0.56 energy_ev=-43728.272 relative_energy_kcal_mol=0.0
C -3.20 2.92 3.26
O -2.04 2.40 3.88
C -1.49 1.27 3.39
C -0.36 0.79 4.06
C 0.27 -0.36 3.63
C -0.19 -1.06 2.52
O 0.49 -2.15 2.04
C 0.26 -3.36 2.75
C -1.31 -0.57 1.86
S -2.03 -1.44 0.45
O -3.31 -0.84 0.23
O -1.97 -2.85 0.69
N -1.12 -1.12 -0.89
C 0.13 -1.80 -1.10
C 1.33 -0.90 -0.73
N 1.25 0.40 -1.37
C 1.78 0.61 -2.63
C 1.86 1.91 -3.14
C 2.44 2.17 -4.37
C 2.96 1.12 -5.11
F 3.53 1.37 -6.31
C 2.91 -0.17 -4.63
C 2.32 -0.43 -3.41
C 0.02 1.06 -0.99
C -1.19 0.21 -1.43
C -1.96 0.58 2.28
H -4.02 2.19 3.28
H -3.47 3.80 3.83
H -3.00 3.20 2.22
H 0.00 1.33 4.92
H 1.15 -0.72 4.15
H 0.99 -4.07 2.37
H 0.40 -3.22 3.83
H -0.75 -3.72 2.55
H 0.19 -2.10 -2.15
H 0.12 -2.70 -0.47
H 1.32 -0.73 0.35
H 2.27 -1.39 -0.99
H 1.49 2.74 -2.57
H 2.50 3.18 -4.75
H 3.33 -0.98 -5.22
H 2.29 -1.45 -3.06
H 0.01 1.18 0.10
H -0.05 2.05 -1.45
H -1.19 0.14 -2.53
H -2.13 0.64 -1.10
H -2.83 0.87 1.73

[3]
13
Properties=species:S:1:pos:R:3 method="wB97M-V/def2-TZVPD" fmax_ev_per_a=2.54 orbital_gap_ev=10.141 lumo_energy_ev=0.81 energy_ev=-8705.123 relative_energy_kcal_mol=26.6
H 1.26 0.03 1.27
N 0.76 -0.82 1.61
C -0.53 -0.61 1.70
N -1.25 0.42 1.21
H -1.14 -1.35 2.27
H -2.27 0.25 1.20
H -0.96 0.82 0.33
N 0.84 -0.47 -1.37
C 0.47 0.78 -1.75
O -0.45 1.54 -1.48
H 0.33 -0.95 -0.63
H 1.69 -0.79 -1.89
H 1.25 1.15 -2.47